Record 1
A 2-piece molecular cluster, H5NO3Si overall, computed with wB97M-V/def2-TZVPD.

Last column: Mulliken charge in e.
Geometry (Å):
O 0.49 1.71 -0.30  -0.529
Si -0.70 0.90 0.18  0.732
O -2.27 1.29 -0.18  -0.508
O -0.80 -0.41 1.15  -0.433
H -2.35 1.75 -1.06  0.361
H -1.69 -0.74 0.94  0.346
N 1.86 -1.40 -0.20  -0.730
H 1.23 -1.39 0.56  0.279
H 1.44 -0.89 -1.00  0.227
H 2.78 -0.81 -0.08  0.254

The frontier orbital gap comes out at 9.21 eV. The net charge is 0. The calculation puts the LUMO energy at -0.47 eV. The SMILES is O=[Si](O)O.N. The value obtained for the energy above the lowest of the compared OMol25 structures with the same formula, charge and spin is 59.6 kcal/mol. For the largest force on an atom, the calculation gives 0.072 hartree/bohr.

---

Record 2
One molecule with the formula H5NOSSi, computed with wB97M-V/def2-TZVPD.

Last column: Mulliken charge in e.
Geometry (Å):
N -0.80 -0.94 0.47  -0.652
Si 0.52 0.61 -0.50  0.539
O 0.24 2.10 0.04  -0.416
S 2.23 -0.46 0.28  -0.332
H -1.78 -0.72 0.33  0.202
H -0.29 -1.57 -0.12  0.235
H 0.71 0.48 -2.01  -0.074
H 0.42 2.43 0.86  0.320
H 1.61 -0.48 1.43  0.179

The frontier orbital gap comes out at 10.06 eV. The net charge is 0. The calculation puts the LUMO energy at 0.47 eV. The SMILES is N[Si@@H](O)S. The value obtained for the energy above the lowest of the compared OMol25 structures with the same formula, charge and spin is 46.7 kcal/mol. For the largest force on an atom, the calculation gives 0.100 hartree/bohr.

---

Record 3
One molecule with the formula H5NP4, computed with wB97M-V/def2-TZVPD.

Last column: Mulliken charge in e.
Geometry (Å):
P -3.08 -0.52 0.37  -0.145
P -1.64 0.94 -0.40  0.124
N -0.04 0.33 0.48  -0.311
P 1.31 1.08 0.18  0.099
P 2.68 -0.60 -0.19  -0.153
H -2.76 -1.74 -0.21  0.068
H -4.27 -0.34 -0.50  0.076
H 1.43 1.73 -1.06  0.062
H 2.57 -1.19 1.10  0.095
H 3.79 0.31 0.23  0.085

The frontier orbital gap (alpha / beta) comes out at 6.61 / 6.78 eV. The net charge is 0. The calculation puts the LUMO energy (alpha / beta) at -1.29 / -1.22 eV. The SMILES is [PH2]#P=N[PH]#[PH2]. The value obtained for the energy above the lowest of the compared OMol25 structures with the same formula, charge and spin is 35.6 kcal/mol. For the largest force on an atom, the calculation gives 0.118 hartree/bohr.

---

Record 4
A 2-piece molecular cluster, H5NS overall, computed with wB97M-V/def2-TZVPD.

Last column: Mulliken charge in e.
Geometry (Å):
N -0.25 -1.05 0.83  -0.672
H 0.63 -1.12 0.34  0.250
H 0.01 -1.42 1.74  0.230
H -0.29 -0.05 1.04  0.230
S -0.39 1.10 -1.82  -0.197
H -0.46 0.78 -0.58  0.009
H 0.74 1.76 -1.54  0.150

The frontier orbital gap comes out at 10.60 eV. The net charge is 0. The calculation puts the LUMO energy at 0.85 eV. The SMILES is N.S. The value obtained for the energy above the lowest of the compared OMol25 structures with the same formula, charge and spin is 7.1 kcal/mol. For the largest force on an atom, the calculation gives 0.031 hartree/bohr.

---

Record 5
A 2-piece molecular cluster, H5NS2 overall, computed with wB97M-V/def2-TZVPD.

Last column: Mulliken charge in e.
Geometry (Å):
S 1.82 -1.56 0.27  -0.186
S 1.33 -0.47 -1.29  -0.134
H 0.95 -1.84 1.22  0.146
H 1.32 -1.41 -2.26  0.155
N -1.19 1.16 0.58  -0.596
H -1.49 1.12 -0.38  0.212
H -1.95 0.96 1.15  0.205
H -0.78 2.03 0.71  0.197

The frontier orbital gap comes out at 9.53 eV. The net charge is 0. The calculation puts the LUMO energy at 0.49 eV. The SMILES is SS.N. The value obtained for the energy above the lowest of the compared OMol25 structures with the same formula, charge and spin is 14.7 kcal/mol. For the largest force on an atom, the calculation gives 0.068 hartree/bohr.

---

Record 6
A 3-piece molecular cluster, H5O2S overall, computed with wB97M-V/def2-TZVPD.

Last column: Mulliken charge in e.
Geometry (Å):
S -0.58 0.16 0.59  -0.896
H -0.01 -0.73 1.42  -0.006
H 2.63 1.50 0.50  0.286
H 1.16 1.57 0.84  0.272
O 1.97 2.14 0.76  -0.625
H -1.52 -1.68 -2.35  0.302
H -0.35 -1.94 -1.42  0.308
O -1.01 -2.39 -1.95  -0.641

The frontier orbital gap comes out at 7.58 eV. The net charge is -1. The calculation puts the LUMO energy at 4.34 eV. The value obtained for the energy above the lowest of the compared OMol25 structures with the same formula, charge and spin is 3.6 kcal/mol. For the largest force on an atom, the calculation gives 0.014 hartree/bohr.

---

Record 7
A 3-piece molecular cluster, H5O3 overall, computed with wB97M-V/def2-TZVPD.

Last column: Mulliken charge in e.
Geometry (Å):
O -1.30 -0.07 -1.57  -0.778
H -1.67 -0.73 -0.94  0.255
O 0.66 1.46 1.75  -0.683
H -0.12 1.31 1.18  0.343
H 1.17 0.90 1.27  0.329
O 0.73 -0.90 -0.53  -0.942
H -0.42 -0.32 -1.00  0.352
H 0.94 -1.66 -0.16  0.125

The frontier orbital gap comes out at 8.95 eV. The net charge is -1. The calculation puts the LUMO energy at 5.09 eV. The value obtained for the energy above the lowest of the compared OMol25 structures with the same formula, charge and spin is 29.7 kcal/mol. For the largest force on an atom, the calculation gives 0.123 hartree/bohr.

---

Record 8
A 3-piece molecular cluster, H5O3 overall, computed with wB97M-V/def2-TZVPD.

Last column: Mulliken charge in e.
Geometry (Å):
O 0.22 -1.17 0.00  -1.132
H -0.14 -1.97 0.45  0.173
O 1.75 0.89 -0.17  -0.737
H 1.24 1.68 -0.20  0.257
H 1.15 0.08 0.02  0.464
O -1.89 0.30 0.21  -0.731
H -1.73 0.54 -0.71  0.265
H -1.15 -0.41 0.27  0.441

The frontier orbital gap comes out at 9.03 eV. The net charge is -1. The calculation puts the LUMO energy at 4.96 eV. The value obtained for the energy above the lowest of the compared OMol25 structures with the same formula, charge and spin is 5.6 kcal/mol. For the largest force on an atom, the calculation gives 0.028 hartree/bohr.

---

Record 9
A 3-piece molecular cluster, H5O3 overall, computed with wB97M-V/def2-TZVPD.

Last column: Mulliken charge in e.
Geometry (Å):
O -0.75 0.30 0.10  -0.522
H -0.81 1.12 0.54  0.354
O 1.11 1.07 -1.52  -0.616
H 0.50 1.56 -2.07  0.321
H 0.40 0.48 -1.06  0.383
O -0.03 -1.47 1.71  -0.656
H -0.33 -2.28 1.32  0.305
H -0.08 -0.78 0.99  0.432

The frontier orbital gap (alpha / beta) comes out at 12.02 / 7.41 eV. The net charge is 0. The calculation puts the LUMO energy (alpha / beta) at 0.60 / -3.76 eV. The value obtained for the energy above the lowest of the compared OMol25 structures with the same formula, charge and spin is 7.0 kcal/mol. As for the spin multiplicity: 2. For the largest force on an atom, the calculation gives 0.053 hartree/bohr.

---

Record 10
A 30-piece molecular cluster, H61O30 overall, computed with wB97M-V/def2-TZVPD.

Last column: Mulliken charge in e.
Geometry (Å):
O 0.04 -0.23 -0.24  0.588
H 0.30 0.16 -1.07  0.128
H 0.18 0.29 0.56  0.158
H 0.33 -1.14 -0.17  0.164
O -1.53 -0.14 2.50  -0.241
H -1.03 -0.14 3.31  0.026
H -2.44 -0.05 2.78  0.265
O 2.32 -1.40 -4.90  -0.573
H 2.25 -1.90 -4.09  0.280
H 2.89 -1.93 -5.46  0.256
O -0.18 -4.30 1.30  -0.655
H -0.11 -4.66 2.18  0.302
H -1.07 -4.51 1.02  0.269
O -4.14 0.55 2.77  -0.523
H -4.30 0.74 1.85  0.289
H -5.01 0.49 3.16  0.245
O 0.36 3.31 -4.26  -0.654
H 1.03 2.64 -4.19  0.317
H 0.07 3.27 -5.17  0.267
O -1.65 2.24 0.90  -0.590
H -1.46 3.16 1.05  0.467
H -1.26 1.79 1.65  0.139
O -3.11 2.05 -1.45  -0.690
H -2.55 2.04 -0.67  0.450
H -3.34 2.97 -1.57  0.279
O 4.49 2.70 -2.26  -0.603
H 3.85 3.40 -2.43  0.281
H 4.79 2.43 -3.13  0.322
O 1.04 2.75 -0.66  -0.516
H 1.14 2.85 -1.61  0.183
H 0.27 3.26 -0.44  0.227
O 2.21 1.26 -4.72  -0.679
H 2.43 1.67 -5.55  0.262
H 2.56 0.38 -4.78  0.284
O -1.05 0.85 5.34  -0.548
H -1.46 1.71 5.46  0.231
H -0.86 0.55 6.23  0.296
O -4.73 0.40 0.04  -0.618
H -4.23 0.91 -0.60  0.415
H -5.58 0.28 -0.37  0.265
O -1.20 4.74 1.43  -0.595
H -1.14 5.16 2.29  0.275
H -2.00 5.09 1.05  0.300
O 1.10 -3.00 -2.72  -0.639
H 0.14 -3.06 -2.69  0.334
H 1.28 -2.07 -2.56  0.290
O 1.37 -1.55 3.68  -0.646
H 1.09 -1.53 2.77  0.358
H 2.13 -2.13 3.69  0.252
O 1.63 0.83 4.79  -0.717
H 0.72 1.04 5.00  0.536
H 1.57 0.09 4.19  0.183
O -1.75 -2.27 -2.21  -0.506
H -2.35 -2.36 -2.96  0.245
H -2.33 -2.08 -1.47  0.228
O 1.75 -5.69 -0.27  -0.628
H 0.92 -5.64 0.19  0.323
H 1.55 -6.19 -1.07  0.297
O -0.94 -2.12 5.47  -0.653
H -0.16 -2.11 4.92  0.278
H -1.65 -2.40 4.89  0.416
O -2.91 -2.11 0.49  -0.582
H -3.58 -2.79 0.39  0.231
H -3.31 -1.46 1.07  0.267
O 1.59 -2.15 0.48  -0.333
H 2.50 -2.45 0.49  0.158
H 1.07 -2.95 0.56  0.262
O -1.67 4.69 -3.01  -0.573
H -0.96 4.11 -3.30  0.407
H -2.03 5.06 -3.82  0.273
O -1.85 0.36 -3.73  -0.669
H -2.74 0.02 -3.83  0.270
H -1.97 1.19 -3.25  0.271
O 4.99 -0.20 -1.92  -0.609
H 5.77 0.21 -1.55  0.302
H 4.33 0.49 -1.90  0.317
O -2.67 -2.89 3.61  -0.616
H -3.31 -3.58 3.42  0.287
H -2.37 -2.60 2.75  0.280
O 3.81 -3.84 -0.18  -0.649
H 3.18 -4.47 -0.54  0.345
H 4.22 -3.44 -0.95  0.335
O 0.62 -0.11 -2.92  -0.050
H 1.16 0.22 -3.64  0.028
H -0.26 -0.19 -3.30  0.428
O 1.09 1.05 1.68  -0.385
H 1.71 0.96 2.41  0.189
H 1.29 1.91 1.31  0.124
O 2.80 4.12 2.83  -0.627
H 3.05 3.58 3.57  0.328
H 3.27 3.75 2.09  0.296

The frontier orbital gap comes out at 9.78 eV. The net charge is +1. The calculation puts the LUMO energy at -2.39 eV. For the largest force on an atom, the calculation gives 0.047 hartree/bohr.

---

Record 11
A 32-piece molecular cluster, H64O32 overall, computed with wB97M-V/def2-TZVPD.

Last column: Mulliken charge in e.
Geometry (Å):
O 2.33 -0.66 -4.91  -0.575
H 2.82 -0.87 -4.12  0.420
H 2.82 0.05 -5.32  0.296
O -1.59 5.05 -3.29  -0.656
H -1.66 4.83 -2.36  0.412
H -2.14 4.39 -3.73  0.298
O 0.02 -3.70 4.54  -0.641
H 0.25 -3.66 3.62  0.261
H 0.79 -3.36 5.00  0.302
O -2.08 5.55 1.93  -0.679
H -1.33 5.04 1.62  0.320
H -2.78 4.90 2.06  0.315
O -2.09 0.87 2.21  -0.664
H -2.88 0.81 1.68  0.294
H -1.41 1.18 1.61  0.228
O -2.77 -1.64 -0.51  -0.839
H -2.33 -1.58 0.34  0.271
H -2.18 -2.17 -1.05  0.218
O -1.51 -4.19 -1.91  -0.648
H -1.10 -3.43 -2.32  0.426
H -0.91 -4.91 -2.11  0.304
O 4.17 -0.80 -3.01  -0.709
H 4.87 -0.35 -2.54  0.294
H 4.16 -1.68 -2.62  0.278
O 2.84 1.75 -3.06  -0.595
H 3.30 1.06 -3.54  0.204
H 3.26 1.78 -2.21  0.375
O -4.13 0.79 0.56  -0.662
H -4.94 0.60 1.04  0.277
H -3.89 -0.04 0.16  0.256
O 0.15 1.04 -2.15  -0.311
H -0.38 0.95 -2.94  0.208
H 1.04 1.19 -2.46  0.167
O -0.28 3.11 0.78  -0.435
H 0.10 2.26 0.55  0.187
H 0.27 3.75 0.31  0.478
O -3.92 3.25 2.01  -0.573
H -4.55 2.96 2.67  0.276
H -3.74 2.46 1.50  0.280
O 2.54 0.36 4.45  -0.701
H 1.79 0.56 5.02  0.316
H 3.15 -0.10 5.02  0.254
O 0.34 0.50 0.47  -0.069
H 0.15 -0.42 0.64  0.083
H 0.20 0.61 -0.47  0.172
O -0.19 -1.89 -2.81  -0.568
H -0.44 -1.74 -3.72  0.359
H 0.71 -1.58 -2.75  0.092
O -1.17 -4.71 0.86  -0.612
H -1.13 -5.65 1.03  0.237
H -1.55 -4.63 -0.01  0.350
O 1.53 -4.36 0.87  -0.562
H 1.78 -5.28 0.78  0.256
H 0.58 -4.36 0.78  0.432
O 3.18 -1.53 0.69  -0.383
H 4.04 -1.12 0.81  0.145
H 3.16 -1.78 -0.23  0.256
O 1.53 4.43 -0.50  -0.627
H 1.50 4.52 -1.46  0.301
H 1.52 5.33 -0.18  0.275
O -2.55 3.77 -0.86  -0.489
H -1.83 3.44 -0.32  0.321
H -3.05 4.34 -0.28  0.269
O -3.35 -2.93 2.36  -0.624
H -3.54 -3.32 3.21  0.282
H -2.92 -3.62 1.86  0.229
O 3.56 -3.15 -1.44  -0.615
H 4.25 -3.62 -0.97  0.288
H 2.75 -3.56 -1.13  0.246
O -3.05 2.56 -3.40  -0.771
H -3.62 3.25 -3.74  0.300
H -3.07 2.67 -2.45  0.316
O 2.00 -2.04 3.10  -0.478
H 2.21 -2.04 2.17  0.249
H 2.17 -1.14 3.39  0.382
O -0.37 -1.37 -5.44  -0.764
H 0.57 -1.23 -5.56  0.343
H -0.72 -0.50 -5.23  0.484
O 2.89 1.74 2.22  -0.755
H 2.04 1.60 1.79  0.327
H 2.80 1.31 3.07  0.311
O -0.67 -1.97 1.37  1.244
H 0.09 -1.69 1.88  -0.132
H -0.78 -2.89 1.59  -0.469
O 0.12 0.44 5.92  -0.694
H -0.19 0.00 6.71  0.284
H -0.32 -0.02 5.20  0.419
O 4.17 1.80 -0.50  -0.642
H 4.79 1.17 -0.12  0.260
H 3.61 2.05 0.23  0.300
O -1.79 -0.95 4.31  -0.554
H -2.07 -0.53 3.50  0.290
H -2.21 -1.81 4.30  0.222
O -1.18 1.12 -4.71  -0.640
H -0.77 1.82 -5.22  0.245
H -1.80 1.57 -4.14  0.349

The frontier orbital gap comes out at 9.83 eV. The net charge is 0. The calculation puts the LUMO energy at -0.51 eV. The value obtained for the energy above the lowest of the compared OMol25 structures with the same formula, charge and spin is 58.3 kcal/mol. For the largest force on an atom, the calculation gives 0.028 hartree/bohr.

---

Record 12
A 32-piece molecular cluster, H64O32 overall, computed with wB97M-V/def2-TZVPD.

Last column: Mulliken charge in e.
Geometry (Å):
O 7.13 -20.73 4.02  -0.568
H 6.55 -21.05 4.76  0.294
H 7.96 -20.47 4.46  0.299
O 6.69 -16.34 -0.44  -0.674
H 7.54 -16.78 -0.59  0.341
H 6.25 -16.37 -1.34  0.287
O 8.24 -20.14 6.72  -0.586
H 7.42 -19.68 6.63  0.296
H 8.04 -21.05 6.94  0.297
O 5.56 -21.62 6.23  -0.647
H 5.19 -22.21 5.57  0.294
H 4.76 -21.09 6.53  0.406
O 9.09 -17.49 7.56  -0.664
H 9.22 -17.86 8.47  0.326
H 9.47 -18.24 7.10  0.304
O -0.06 -21.93 6.89  -0.630
H 0.36 -21.40 6.20  0.306
H -0.71 -22.36 6.35  0.336
O 4.44 -18.35 4.46  0.016
H 4.89 -18.57 5.30  0.043
H 5.10 -18.00 3.89  0.066
O 3.87 -18.98 -2.28  -0.714
H 3.01 -19.32 -2.00  0.332
H 4.42 -19.61 -1.78  0.365
O 7.16 -19.17 -2.77  -0.605
H 7.15 -19.73 -1.97  0.293
H 7.00 -19.88 -3.42  0.302
O 3.98 -19.75 7.17  -0.595
H 3.24 -19.38 7.62  0.231
H 4.71 -19.21 7.52  0.267
O 7.42 -17.21 3.16  -0.611
H 7.13 -18.10 2.89  0.278
H 7.30 -16.66 2.38  0.247
O -0.48 -23.58 3.60  -0.617
H 0.37 -23.47 4.06  0.329
H -0.69 -24.51 3.85  0.305
O 9.19 -16.90 0.50  -0.559
H 9.43 -16.05 0.85  0.276
H 9.87 -17.55 0.60  0.228
O 1.85 -18.09 7.58  -0.608
H 1.11 -17.90 8.17  0.279
H 1.50 -17.80 6.72  0.314
O 1.47 -19.69 -0.86  -0.614
H 1.84 -20.12 -0.11  0.266
H 0.86 -20.31 -1.22  0.256
O 5.34 -20.94 -0.70  -0.625
H 5.92 -20.68 0.04  0.256
H 4.71 -21.57 -0.33  0.283
O 1.71 -17.30 4.66  -0.842
H 1.23 -17.56 3.81  0.351
H 2.61 -17.72 4.62  0.482
O 2.95 -19.49 2.06  0.977
H 2.97 -18.80 1.36  -0.282
H 3.70 -19.17 2.64  -0.023
O 6.12 -19.70 1.74  -0.647
H 5.61 -18.92 1.68  0.365
H 6.13 -20.06 2.61  0.286
O 4.73 -17.11 1.46  -0.416
H 4.64 -16.49 2.19  0.236
H 5.50 -16.82 0.86  0.181
O 0.80 -20.31 4.40  -0.683
H 1.41 -21.04 4.65  0.395
H 1.36 -19.80 3.79  0.055
O 5.05 -23.33 3.88  -0.634
H 4.83 -23.00 3.00  0.361
H 5.94 -23.64 3.83  0.255
O 3.87 -22.06 1.49  -0.851
H 2.91 -22.20 1.43  0.391
H 3.85 -21.11 1.64  0.359
O 2.29 -16.69 0.30  -0.653
H 2.21 -17.15 -0.59  0.218
H 3.23 -16.64 0.49  0.341
O 6.73 -17.78 5.97  -0.518
H 7.18 -17.38 5.21  0.251
H 7.34 -17.53 6.69  0.278
O 2.29 -22.81 5.14  -0.476
H 2.48 -22.95 6.06  0.260
H 2.96 -23.26 4.63  0.216
O 0.80 -21.60 1.20  -0.604
H 0.77 -21.22 2.12  0.273
H 0.19 -22.33 1.27  0.283
O 7.94 -14.26 0.88  -0.647
H 7.51 -14.40 -0.02  0.325
H 7.16 -13.98 1.44  0.310
O 5.00 -14.66 3.42  -0.576
H 4.05 -14.51 3.32  0.324
H 5.13 -14.69 4.39  0.282
O 4.22 -16.15 -2.06  -0.621
H 4.40 -15.66 -2.91  0.271
H 4.12 -17.08 -2.19  0.416
O 2.34 -14.97 2.97  -0.694
H 1.86 -14.97 2.13  0.280
H 2.10 -15.71 3.55  0.453
O 0.38 -17.53 2.24  -0.620
H -0.24 -18.11 1.92  0.267
H 1.06 -17.41 1.50  0.341

The frontier orbital gap comes out at 10.99 eV. The net charge is 0. The calculation puts the LUMO energy at 0.02 eV. The value obtained for the energy above the lowest of the compared OMol25 structures with the same formula, charge and spin is 28.8 kcal/mol. For the largest force on an atom, the calculation gives 0.074 hartree/bohr.